Record 1
The following is a quantum chemistry calculation of a molecular structure, C41H56Cl2LaN7O6S in a non-equilibrium geometry, from OMol25.

For the orbital gap, the calculation gives 5.98 eV. Its strongest force on any atom is 3.2 eV Å⁻¹. As for the multiplicity: 1. The calculation puts the HOMO energy at -6.306 eV.

Element x y z (Å)
La (10.3877, 11.2350, 11.8233)
O (8.8464, 10.8096, 10.1985)
C (8.1048, 11.7791, 9.6888)
O (7.3624, 12.5144, 10.3258)
C (8.2814, 11.9493, 8.2417)
C (7.3408, 12.9450, 7.4313)
C (7.3552, 12.4382, 5.9722)
C (8.7588, 12.9238, 5.4612)
C (9.3604, 13.5377, 6.7728)
O (8.1458, 14.2125, 7.2847)
C (9.6738, 12.5305, 7.8889)
C (10.2884, 13.3804, 9.0702)
O (10.2228, 14.6081, 8.8869)
O (10.9363, 12.8230, 10.0632)
H (8.1968, 10.9883, 7.7561)
H (6.3102, 13.1531, 7.7974)
H (6.5111, 12.9336, 5.4465)
H (7.2297, 11.3769, 5.8254)
H (8.6426, 13.7505, 4.7664)
H (9.3595, 12.1268, 4.9412)
H (10.1700, 14.2473, 6.6082)
H (10.4346, 11.7329, 7.5872)
N (10.4753, 13.0559, 13.5818)
C (9.4971, 12.5983, 14.3527)
N (8.8201, 13.3483, 15.2721)
C (7.5843, 12.8220, 15.5050)
N (6.7214, 13.6146, 16.1700)
N (7.1569, 11.6061, 15.1016)
C (7.9443, 10.8524, 14.3165)
N (9.1190, 11.3233, 13.9093)
C (7.4768, 9.5491, 13.7886)
C (6.2684, 8.9278, 14.1812)
C (6.1131, 7.5752, 13.8511)
C (7.0532, 6.9379, 13.0305)
C (8.1652, 7.6605, 12.6275)
N (8.3416, 8.9272, 13.0006)
H (10.8438, 13.9694, 13.8441)
H (10.9654, 15.6104, 10.8854)
H (7.0858, 14.5195, 16.4502)
H (5.8313, 13.2476, 16.5144)
H (5.6110, 9.5456, 14.7531)
H (5.2556, 7.0353, 14.2400)
H (6.9610, 5.8855, 12.6853)
H (8.9809, 7.2632, 12.0294)
Cl (12.9443, 12.7534, 15.2758)
C (12.8280, 13.1655, 17.0042)
Cl (14.1610, 12.4716, 17.9676)
H (11.9019, 12.7541, 17.3342)
H (12.9001, 14.2523, 17.1285)
C (6.4061, 16.8132, 10.2959)
C (7.6564, 17.5994, 10.5923)
C (7.6677, 18.9405, 11.0210)
C (8.8374, 19.5896, 11.3812)
C (8.6852, 21.0798, 11.6634)
C (10.0697, 18.8640, 11.3574)
C (10.0519, 17.4756, 11.0361)
C (8.8154, 16.8816, 10.6718)
N (11.1246, 16.5972, 11.1635)
C (12.5386, 16.9024, 10.8638)
C (13.3655, 15.6425, 11.1571)
C (14.8148, 15.8224, 10.6931)
C (15.4031, 16.9294, 11.5588)
C (14.5600, 18.2500, 11.3351)
C (14.6791, 18.6109, 9.8431)
C (14.1086, 17.4629, 8.9641)
C (14.9171, 16.1962, 9.2128)
C (12.6484, 17.2915, 9.3729)
C (13.1146, 18.0154, 11.7010)
H (6.0045, 16.8598, 9.2463)
H (5.6469, 17.1066, 11.0190)
H (6.6602, 15.7484, 10.3657)
H (6.6969, 19.4212, 11.0682)
H (7.8699, 21.4047, 11.0028)
H (9.5735, 21.7081, 11.3740)
H (8.4884, 21.2863, 12.7347)
H (10.9683, 19.3801, 11.7121)
H (8.8509, 15.8371, 10.3873)
H (12.9065, 14.7589, 10.7258)
H (13.3561, 15.5059, 12.2303)
H (15.3818, 14.8822, 10.8769)
H (16.4737, 17.0618, 11.2884)
H (15.3475, 16.6953, 12.6601)
H (14.9900, 19.0419, 11.9576)
H (15.7534, 18.7965, 9.6023)
H (14.1345, 19.5358, 9.6557)
H (14.0897, 17.7826, 7.9109)
H (15.9341, 16.4199, 8.8889)
H (14.5273, 15.3800, 8.5868)
H (12.1773, 16.5060, 8.7790)
H (12.0648, 18.2125, 9.2064)
H (12.6076, 18.9892, 11.5806)
H (13.0330, 17.8323, 12.7959)
C (16.3895, 10.6452, 12.6568)
C (15.9548, 9.2144, 12.9998)
C (14.4491, 9.0423, 13.2858)
S (13.2204, 8.6580, 11.9493)
O (12.0347, 9.6586, 12.1047)
C (14.0080, 9.1374, 10.4134)
C (13.8075, 10.4956, 9.8364)
C (15.0526, 10.7512, 8.9907)
H (17.4256, 10.7216, 12.3809)
H (16.2013, 11.2872, 13.5556)
H (15.8389, 11.0352, 11.7983)
H (16.5526, 8.7517, 13.8463)
H (16.2460, 8.5886, 12.1455)
H (13.9666, 9.9058, 13.7683)
H (14.3187, 8.1614, 13.9386)
H (13.8915, 8.3029, 9.6601)
H (15.0752, 9.0231, 10.6714)
H (13.6435, 11.2909, 10.6216)
H (12.9209, 10.5235, 9.1654)
H (15.9560, 10.9177, 9.5793)
H (14.9288, 11.6582, 8.3330)
H (15.3126, 9.9142, 8.3426)

Record 2
The following is a quantum chemistry calculation of a molecular structure, C14H32N6O6STl in a non-equilibrium geometry, from OMol25.

For the orbital gap (spin up / spin down), the calculation gives 4.40 / 4.40 eV. Its net charge is +1. Its strongest force on any atom is 5.3 eV Å⁻¹. As for the multiplicity: 1. The calculation puts the HOMO energy (spin up / spin down) at -11.137 / -11.138 eV.

Element x y z (Å)
O (0.9980, 5.1285, -2.1948)
H (1.2793, 4.2238, -2.5984)
Tl (0.7166, 2.6081, -0.7418)
N (0.6033, -0.3539, -1.6373)
N (0.7410, 1.7579, -3.3119)
N (0.5133, 0.8222, 1.5403)
N (0.6877, 3.4529, 1.5515)
O (0.7356, -1.4100, -0.8809)
O (0.7163, -0.5303, 1.5971)
O (1.1900, 4.7699, 1.6273)
O (1.1846, 2.6855, -4.0382)
C (0.7070, 0.4971, -3.8542)
C (0.6159, -0.6197, -2.9759)
C (0.7216, 1.3897, 2.7351)
C (0.8030, 2.8378, 2.7218)
C (0.6313, -2.0208, -3.4975)
H (-0.1488, -2.6036, -3.0008)
H (1.6005, -2.5120, -3.3340)
H (0.4298, -2.0118, -4.5683)
C (0.8564, 0.3672, -5.3164)
H (1.1003, 1.3586, -5.7147)
H (-0.0916, 0.0318, -5.7664)
H (1.6529, -0.3413, -5.5903)
C (0.9297, 0.5766, 3.9707)
C (1.0585, 3.7028, 3.8898)
H (1.7651, -0.1314, 3.8750)
H (0.0266, -0.0050, 4.1980)
H (1.1290, 1.2151, 4.8346)
H (0.4347, 4.6028, 3.8308)
H (2.1112, 4.0205, 3.9300)
H (0.8283, 3.1718, 4.8182)
H (0.6825, -0.8205, 0.6169)
H (1.3498, 5.0327, 0.7099)
C (2.4567, 1.4282, -0.3656)
H (2.5395, 0.5456, -0.9838)
H (2.6719, 1.4977, 0.6674)
H (2.5861, 2.3039, -0.8393)
O (3.8607, -1.4395, -0.9663)
H (4.3184, -1.3901, -0.1055)
H (2.9286, -1.4487, -0.7205)
C (-2.4565, -4.1677, -1.2166)
C (-2.0370, -2.9665, -0.3839)
N (-3.0190, -1.8659, -0.5570)
C (-2.7655, -0.6371, 0.0038)
S (-2.7247, 0.8130, -0.8627)
N (-2.4825, -0.6233, 1.3259)
C (-3.0597, -1.5501, 2.3088)
C (-2.1198, -1.7379, 3.4794)
H (-3.4880, -4.4597, -0.9735)
H (-1.7821, -4.9947, -0.9663)
H (-2.3693, -3.9460, -2.2909)
H (-1.9874, -3.2118, 0.6834)
H (-1.0397, -2.6082, -0.6845)
H (-3.3325, -1.7545, -1.5190)
H (-2.3299, 0.3221, 1.6893)
H (-4.0100, -1.1375, 2.6714)
H (-3.2838, -2.4988, 1.8225)
H (-2.1493, -0.8775, 4.1561)
H (-2.3994, -2.6246, 4.0563)
H (-1.0854, -1.8632, 3.1458)

Record 3
The following is a quantum chemistry calculation of a molecular structure, C9H16Ag3BBr8F4O3 in a non-equilibrium geometry, from OMol25.

For the orbital gap, the calculation gives 1.86 eV. Its strongest force on any atom is 5.0 eV Å⁻¹. As for the multiplicity: 1. The calculation puts the HOMO energy at -5.575 eV.

Element x y z (Å)
Ag (1.5621, 4.7813, -0.1423)
Ag (4.7068, 2.0774, 4.1741)
Ag (-0.8793, -1.2755, 4.2584)
C (3.3432, 6.7586, 3.4019)
O (3.5377, 7.2493, 4.5161)
O (4.0681, 5.9638, 2.7633)
O (2.2088, 6.9486, 3.0094)
B (1.1366, 0.7244, 0.3769)
F (2.3629, 1.0853, 0.7089)
F (0.2985, 1.4141, 1.2685)
F (0.8443, 1.1283, -0.8567)
F (0.9019, -0.6285, 0.7029)
Br (-1.3310, -6.1753, 0.6904)
C (-1.6631, -6.5191, -1.2616)
C (-0.6262, -5.7052, -2.1188)
Br (-0.7777, -6.2190, -4.0055)
H (-2.6942, -6.1671, -1.2916)
H (-1.4975, -7.5754, -1.4738)
H (0.3978, -5.9471, -1.8341)
H (-0.7331, -4.6300, -1.9749)
Br (4.8232, -5.9388, 2.7799)
C (5.3483, -4.2992, 3.7886)
C (6.8361, -4.3987, 4.0002)
Br (7.5852, -2.8242, 4.9930)
H (4.8401, -4.2446, 4.7513)
H (4.9680, -3.4572, 3.2102)
H (7.3662, -4.5669, 3.0628)
H (7.0962, -5.2956, 4.5625)
Br (-5.2193, -1.3105, 1.3168)
C (-5.7831, 0.0617, 0.0056)
C (-5.2077, -0.2667, -1.3806)
Br (-6.0484, -1.9598, -2.0499)
H (-5.6213, 1.0522, 0.4307)
H (-6.8572, -0.0046, -0.1679)
H (-4.1400, -0.4686, -1.4664)
H (-5.4890, 0.3855, -2.2074)
Br (-0.6328, 7.4026, -4.2212)
C (-2.4068, 6.9360, -4.9715)
C (-2.6974, 5.5059, -4.4563)
Br (-3.0083, 5.6132, -2.5321)
H (-2.3639, 7.0450, -6.0552)
H (-3.0996, 7.7167, -4.6574)
H (-1.8572, 4.8448, -4.6686)
H (-3.5979, 5.1830, -4.9787)

Record 4
The following is a quantum chemistry calculation of a molecular structure, C4H7LaLiO2 in a non-equilibrium geometry, from OMol25.

For the orbital gap (spin up / spin down), the calculation gives 4.32 / 3.94 eV. Its net charge is +2. Its strongest force on any atom is 3.6 eV Å⁻¹. As for the multiplicity: 2. The calculation puts the HOMO energy (spin up / spin down) at -13.455 / -13.079 eV.

Element x y z (Å)
H (2.6449, 1.1331, -0.0465)
C (3.2098, 1.8930, -2.5217)
C (2.3746, 1.2152, -1.4502)
C (1.2971, 2.2270, -1.5440)
C (1.7056, 3.6621, -1.5859)
O (3.0904, 3.5955, -1.7138)
O (4.5225, 1.8927, -2.4601)
Li (6.2699, 1.3576, -2.2201)
La (5.3948, 3.8984, -1.4464)
H (2.8361, 1.7317, -3.5468)
H (1.4665, -0.1467, -2.1038)
H (2.8544, 0.2480, -1.2736)
H (0.3035, 1.9569, -1.9014)
H (1.4747, 4.1643, -0.6273)
H (1.3525, 4.1855, -2.4960)

Record 5
The following is a quantum chemistry calculation of 9 unconnected molecules or ions with the total composition C45H111N9O3 in a non-equilibrium geometry, from OMol25.

For the orbital gap, the calculation gives 8.28 eV. Its strongest force on any atom is 2.4 eV Å⁻¹. As for the multiplicity: 1. The calculation puts the HOMO energy at -7.786 eV.

Element x y z (Å)
C (5.5560, 0.3727, -1.0393)
C (5.6569, -1.1104, -1.2658)
N (4.7034, -1.6553, -2.2422)
C (3.3318, -1.4562, -1.7578)
C (2.2312, -2.0732, -2.6280)
C (5.0489, -2.9836, -2.6485)
C (4.9208, -4.0442, -1.5784)
H (6.3536, 0.8047, -0.4350)
H (4.5854, 0.7615, -0.7346)
H (5.7443, 0.8214, -2.0175)
H (6.6734, -1.4303, -1.5007)
H (5.5681, -1.6078, -0.2940)
H (3.2198, -1.6278, -0.6851)
H (3.1931, -0.3815, -1.8931)
H (2.3174, -1.8013, -3.6806)
H (2.1945, -3.1635, -2.6100)
H (1.2297, -1.7594, -2.3310)
H (6.0670, -3.0494, -3.0363)
H (4.4513, -3.2447, -3.5234)
H (5.8030, -4.2045, -0.9576)
H (4.8255, -5.0279, -2.0421)
H (4.0297, -3.8651, -0.9761)
C (1.9212, 3.8359, 1.9821)
C (2.6154, 4.5074, 0.7902)
N (2.0301, 4.1258, -0.4891)
C (2.9088, 4.4400, -1.6136)
C (4.0101, 3.4090, -1.8138)
C (0.7309, 4.8398, -0.6293)
C (-0.1782, 4.3562, -1.7787)
H (1.6351, 2.8080, 1.7538)
H (0.9811, 4.3451, 2.1947)
H (2.5800, 3.7693, 2.8473)
H (2.6847, 5.5894, 0.9374)
H (3.6741, 4.2461, 0.8326)
H (2.3046, 4.3808, -2.5195)
H (3.3252, 5.4467, -1.5268)
H (4.6775, 3.6966, -2.6253)
H (4.5987, 3.3067, -0.9008)
H (3.5802, 2.4178, -1.9583)
H (0.9292, 5.9109, -0.7318)
H (0.0846, 4.8588, 0.2487)
H (-0.2381, 3.2758, -1.9246)
H (0.1542, 4.6284, -2.7812)
H (-1.1972, 4.6810, -1.5694)
C (-4.7886, 2.7095, 1.7897)
C (-5.6307, 1.3866, 1.7261)
N (-6.8560, 1.4020, 2.5057)
C (-7.6809, 2.6268, 2.4721)
C (-8.1337, 3.0008, 1.0558)
C (-7.5654, 0.1713, 2.2264)
C (-8.8704, 0.0147, 3.0336)
H (-3.7606, 2.6034, 1.4451)
H (-4.7107, 3.0608, 2.8193)
H (-5.2252, 3.4803, 1.1542)
H (-5.8270, 1.2425, 0.6607)
H (-4.9282, 0.6400, 2.0981)
H (-8.5346, 2.5800, 3.1475)
H (-7.0868, 3.4253, 2.9186)
H (-7.2889, 3.0502, 0.3686)
H (-8.8303, 2.2595, 0.6618)
H (-8.6580, 3.9539, 0.9801)
H (-6.9302, -0.6849, 2.4572)
H (-7.8058, 0.0874, 1.1623)
H (-9.6519, 0.7465, 2.8311)
H (-8.5971, 0.2053, 4.0732)
H (-9.2510, -1.0009, 2.9324)
C (1.3224, -3.9801, 4.0579)
C (1.4502, -2.9767, 2.9237)
N (2.3750, -3.3743, 1.8737)
C (2.0925, -4.6125, 1.1663)
C (0.6920, -4.6028, 0.5280)
C (3.7912, -3.0058, 2.1440)
C (3.9300, -1.4906, 2.1305)
H (0.5799, -3.7149, 4.8111)
H (2.2773, -4.1097, 4.5697)
H (1.0465, -4.9603, 3.6669)
H (0.4655, -2.8733, 2.4634)
H (1.6303, -1.9811, 3.3303)
H (2.2965, -5.4749, 1.8067)
H (2.8129, -4.7591, 0.3589)
H (0.4804, -3.7160, -0.0679)
H (0.0306, -4.6660, 1.3932)
H (0.5263, -5.4943, -0.0767)
H (4.0871, -3.3926, 3.1223)
H (4.3813, -3.5792, 1.4287)
H (4.9457, -1.2012, 1.8550)
H (3.2823, -1.0676, 1.3627)
H (3.7821, -1.0452, 3.1141)
C (-2.3265, -0.3921, -4.0334)
C (-1.8005, -1.8038, -3.5689)
N (-2.4551, -2.3002, -2.3709)
C (-2.4672, -1.3765, -1.1868)
C (-2.4967, -2.0838, 0.1603)
C (-3.7344, -2.9700, -2.5762)
C (-3.6576, -4.3370, -3.2316)
H (-2.1515, 0.3406, -3.2475)
H (-3.3483, -0.5087, -4.3916)
H (-1.6787, -0.2036, -4.8908)
H (-1.8688, -2.4522, -4.4431)
H (-0.7174, -1.7405, -3.4469)
H (-1.6989, -0.6050, -1.2471)
H (-3.3564, -0.7412, -1.1136)
H (-1.5813, -2.6738, 0.2290)
H (-2.4920, -1.3205, 0.9388)
H (-3.3162, -2.7905, 0.2842)
H (-4.3990, -2.3150, -3.1489)
H (-4.3156, -3.0112, -1.6542)
H (-4.6097, -4.8663, -3.1901)
H (-2.9034, -4.9841, -2.7840)
H (-3.4220, -4.1860, -4.2857)
C (4.8216, 1.3746, -4.7929)
C (3.6899, 0.7167, -5.6125)
N (2.5803, 1.6578, -5.9942)
C (3.0415, 2.6121, -6.9533)
C (3.2864, 2.0293, -8.3303)
C (1.8398, 2.2668, -4.9267)
C (1.2177, 1.2664, -3.9365)
H (5.4158, 2.1104, -5.3330)
H (5.4516, 0.5779, -4.3938)
H (4.4140, 1.7537, -3.8559)
H (4.0701, 0.2375, -6.5138)
H (3.4083, -0.1010, -4.9479)
H (2.3036, 3.4062, -7.0795)
H (3.9421, 3.1300, -6.6117)
H (2.6561, 1.1653, -8.5408)
H (3.3060, 2.8355, -9.0613)
H (4.2570, 1.5373, -8.2390)
H (1.0256, 2.8997, -5.2797)
H (2.5132, 2.8869, -4.3268)
H (0.2382, 1.5311, -3.5373)
H (1.8610, 1.1129, -3.0685)
H (1.0750, 0.2870, -4.3953)
C (0.2261, -0.6823, 6.2358)
N (1.6597, -0.5293, 5.9778)
C (2.0968, 0.7027, 5.3274)
C (2.5163, -1.4804, 6.4138)
O (3.7270, -1.5145, 6.1633)
H (-0.1190, -0.0962, 7.0887)
H (-0.0769, -1.7028, 6.4772)
H (-0.4336, -0.5442, 5.3789)
H (1.6364, 0.8615, 4.3513)
H (1.8722, 1.5802, 5.9348)
H (3.1640, 0.6843, 5.1094)
H (1.9193, -2.2392, 6.9428)
C (-5.3180, 0.3518, 5.2944)
N (-4.6693, -0.8401, 4.7885)
C (-3.3190, -0.6922, 4.2393)
C (-5.3352, -2.0185, 4.7511)
O (-4.9473, -3.0812, 4.3187)
H (-4.8364, 0.6699, 6.2194)
H (-6.3649, 0.1298, 5.5034)
H (-5.3787, 1.1127, 4.5163)
H (-2.5825, -0.6867, 5.0441)
H (-2.9685, -1.5393, 3.6501)
H (-3.2225, 0.1979, 3.6187)
H (-6.3259, -1.9578, 5.2306)
C (0.6690, 0.7616, -0.3172)
N (-0.1703, 0.7950, 0.8601)
C (-1.1148, 1.8952, 0.9630)
C (0.0280, -0.0412, 1.8780)
O (-0.5925, -0.0291, 2.9538)
H (1.4853, 1.4835, -0.3761)
H (0.0196, 0.9331, -1.1770)
H (1.1431, -0.2122, -0.4456)
H (-1.8765, 1.8442, 0.1845)
H (-1.5494, 1.8550, 1.9608)
H (-0.5575, 2.8273, 0.8658)
H (0.7953, -0.8032, 1.6742)

Per-record total energy, eV: -102886.0440; -51771.1509; -599613.0285; -9393.6474; -68015.9078
Per-record energy relative to the best compared isomer or geometry (same formula, charge and spin), eV: 1.9796; 4.7756; 11.7626; 8.6239; 1.3745